(1)
Molecular formula: C7H7N2O2S
Method: DFT, ωB97M-V/def2-TZVPD

```
19
Properties=species:S:1:pos:R:3
C -0.2084 0.8346 -0.1865
C 0.4553 0.4949 0.9441
C -1.9069 2.1845 1.1298
C -0.2550 1.8026 2.8022
C -0.4527 -0.0023 -1.3997
C 1.3254 -0.6882 1.0079
C 0.0143 -1.9854 -2.6069
N -1.5593 2.0180 2.2505
N 0.5699 1.1407 2.1208
O -1.4469 0.2953 -2.0246
O 0.4096 -0.9589 -1.6160
S -1.3321 2.2277 -0.4184
H -0.0305 2.1165 3.7326
H 0.7110 -1.4651 1.3047
H 1.8698 -0.9954 0.0046
H 2.0824 -0.5535 1.7091
H 0.1586 -2.8800 -2.2051
H 0.5742 -1.7493 -3.5539
H -0.9788 -1.8367 -2.9954
```

As for the spin multiplicity: 3. As for the net charge: +1. The calculation puts the maximum force at 0.116 Eh/bohr. The total energy is -25269.5869 eV. The value obtained for the gap between HOMO and LUMO (alpha / beta) is 6.8772 / 6.5901 eV. As for the expectation value of S²: 2.011.

(2)
Molecular formula: C9H6NO3
Method: DFT, ωB97M-V/def2-TZVPD

```
19
Properties=species:S:1:pos:R:3
C -0.5998 1.8354 0.1536
C -1.6941 1.0501 0.5632
C 0.5917 1.3724 -0.2305
C -1.6801 -0.2800 0.4948
C 0.7471 0.0428 -0.7901
C -0.6911 -0.7742 -0.3993
C 1.6532 -1.0641 -0.7575
C 0.8336 -2.2613 -1.1372
C -0.2874 -1.7722 -2.1130
N -0.4714 -2.1571 -0.5226
O 2.8912 -1.0745 -0.3917
O 1.5197 -3.4345 -1.2860
O -0.2702 -0.3042 -1.6395
H -0.5519 2.8486 0.5002
H -2.5739 1.5649 1.1034
H 1.4654 2.1208 -0.4045
H -2.4575 -0.8977 0.9358
H 3.2184 -1.9863 -0.1677
H 0.7986 -4.0321 -1.2837
```

As for the net charge: +1. The calculation puts the maximum force at 0.084 Eh/bohr. The total energy is -17046.2126 eV. The relative energy (zero: lowest compared OMol25 entry of this formula, charge and spin) comes out at 380.8 kJ/mol. The value obtained for the gap between HOMO and LUMO is 7.2713 eV.